[1]
Entry from the Open Molecules 2025 dataset: the molecule C12H20N4O2S in a non-equilibrium geometry (ωB97M-V/def2-TZVPD).

Geometry as XYZ:
```
39
Properties=species:S:1:pos:R:3:nbo_charge:R:1
C -6.237 -0.162 1.306 -0.60
H -5.896 0.533 2.070 0.22
H -7.323 -0.214 1.351 0.22
H -5.842 -1.150 1.536 0.20
C -5.802 0.310 -0.082 -0.31
C -4.304 0.543 -0.127 0.70
O -3.792 1.613 -0.366 -0.59
N -3.541 -0.567 0.123 -0.63
C -2.175 -0.537 0.117 0.20
N -1.444 -1.574 0.353 -0.31
N -0.141 -1.313 0.293 -0.27
C 0.145 -0.094 0.014 0.05
C 1.516 0.454 -0.119 -0.46
H 1.598 1.343 0.509 0.22
H 1.678 0.769 -1.154 0.23
C 2.576 -0.586 0.250 -0.21
N 3.902 -0.144 -0.142 -0.44
C 4.844 -1.247 -0.232 -0.25
C 6.179 -0.721 -0.759 -0.07
O 6.706 0.280 0.079 -0.52
C 5.793 1.344 0.200 -0.07
C 4.446 0.870 0.746 -0.25
H 3.763 1.720 0.790 0.20
H 4.587 0.474 1.768 0.17
H 6.252 2.066 0.878 0.19
H 5.635 1.812 -0.783 0.16
H 6.924 -1.519 -0.791 0.19
H 6.030 -0.317 -1.772 0.16
H 4.450 -1.994 -0.923 0.21
H 5.007 -1.723 0.751 0.17
H 2.348 -1.504 -0.293 0.22
H 2.512 -0.811 1.327 0.18
S -1.281 0.925 -0.215 0.40
H -3.963 -1.462 0.324 0.42
C -6.225 -0.678 -1.171 -0.60
H -5.885 -0.339 -2.146 0.22
H -7.309 -0.755 -1.193 0.22
H -5.819 -1.671 -0.989 0.20
H -6.264 1.280 -0.286 0.23
```

As for the spin multiplicity: 1. The structure (SMILES) is CC(C)C(=O)Nc1nnc(CCN2CCOCC2)s1. The value obtained for the energy relative to the best compared isomer or geometry (same formula, charge and spin) is 9.5 kcal per mole. For the gap between HOMO and LUMO, the calculation gives 9.39 eV.

---

[2]
Entry from the Open Molecules 2025 dataset: a structure of composition C20H23N6O2S8SbW in a non-equilibrium geometry (ωB97M-V/def2-TZVPD).

Geometry as XYZ:
```
61
Properties=species:S:1:pos:R:3:nbo_charge:R:1
W -9.216 7.478 14.377 0.61
S -8.513 6.396 16.175 0.14
C -8.303 4.614 15.761 -0.28
C -7.798 3.731 16.818 0.26
N -7.434 3.024 17.670 -0.29
C -8.270 4.319 14.452 -0.27
S -8.744 5.491 13.197 0.01
C -8.031 3.012 13.893 0.25
N -7.771 1.964 13.505 -0.29
O -9.233 10.705 10.878 -0.71
C -9.988 9.962 10.024 0.41
C -9.911 10.239 8.659 -0.31
C -10.747 9.486 7.771 -0.15
C -11.579 8.556 8.309 -0.26
C -11.654 8.286 9.627 -0.13
C -10.814 8.903 10.555 -0.19
C -10.906 8.404 12.001 0.58
O -10.103 8.937 12.927 -0.86
N -11.452 7.282 12.219 -0.35
N -11.243 6.782 13.605 -0.38
C -12.061 5.805 13.882 -0.05
S -11.943 4.999 15.418 0.40
C -13.223 3.875 15.061 -0.57
C -13.323 3.551 13.588 -0.52
S -13.230 5.181 12.769 0.36
H -8.907 11.496 10.504 0.50
H -9.167 10.974 8.432 0.21
H -10.644 9.523 6.703 0.22
H -12.051 7.925 7.614 0.22
H -12.208 7.441 10.002 0.24
H -14.178 4.268 15.353 0.23
H -12.983 3.003 15.616 0.25
H -14.336 3.200 13.415 0.24
H -12.563 2.840 13.226 0.24
S -12.024 11.846 13.529 -0.63
Sb -9.980 10.955 13.691 1.58
S -11.005 8.474 15.801 -0.16
S -9.427 9.756 15.698 -0.12
S -7.875 11.674 13.347 -0.76
C -5.156 4.664 14.205 -0.63
C -5.645 6.108 14.207 -0.24
N -5.889 6.743 12.840 -0.34
C -4.974 6.357 11.776 -0.22
C -5.489 5.222 10.957 -0.61
C -6.593 7.791 12.737 0.62
C -6.784 8.401 11.303 -0.71
N -7.370 8.304 13.733 -0.90
H -4.148 4.561 13.809 0.21
H -5.823 3.996 13.750 0.22
H -4.961 4.352 15.240 0.24
H -4.897 6.742 14.668 0.21
H -6.463 6.254 14.886 0.26
H -4.033 6.122 12.202 0.21
H -4.694 7.209 11.142 0.21
H -5.862 4.475 11.650 0.22
H -4.741 4.805 10.284 0.23
H -6.349 5.520 10.403 0.21
H -5.795 8.759 10.806 0.23
H -7.503 9.323 11.310 0.28
H -7.127 7.619 10.649 0.24
H -7.522 9.274 13.623 0.42
```

As for the spin multiplicity: 1. The value obtained for the energy relative to the best compared isomer or geometry (same formula, charge and spin) is 31.4 kcal per mole. For the gap between HOMO and LUMO, the calculation gives 7.04 eV.

---

[3]
Entry from the Open Molecules 2025 dataset: a structure of composition CClNa8O7 in a non-equilibrium geometry (ωB97M-V/def2-TZVPD).

Geometry as XYZ:
```
17
Properties=species:S:1:pos:R:3:nbo_charge:R:1
Na 4.093 -3.228 5.966 0.99
Na -4.713 -0.003 1.982 0.99
Na -0.842 3.267 -0.760 0.96
Na 4.239 4.513 -1.257 0.97
Na -1.108 -1.053 4.668 0.96
Na 3.928 2.236 3.593 0.93
Na 6.963 -1.880 1.899 0.98
Na 2.048 -1.098 -3.413 1.00
Cl -4.224 -0.327 -3.583 2.69
O -5.132 -0.163 -2.603 -0.93
O -4.274 -1.671 -3.981 -0.81
O -4.198 0.780 -4.465 -0.84
O -3.191 0.026 -2.855 -0.99
C 1.619 -0.402 1.174 0.90
O 1.947 0.632 0.583 -0.97
O 2.477 -1.131 1.765 -0.94
O 0.369 -0.500 1.287 -0.90
```

As for the spin multiplicity: 1. The value obtained for the energy relative to the best compared isomer or geometry (same formula, charge and spin) is 45.8 kcal per mole. Its total charge is +5. For the gap between HOMO and LUMO, the calculation gives 1.39 eV.

---

[4]
Entry from the Open Molecules 2025 dataset: the molecule C3H7NOS (ωB97M-V/def2-TZVPD).

Geometry as XYZ:
```
13
Properties=species:S:1:pos:R:3:nbo_charge:R:1
C 0.326 0.028 -0.211 -0.52
C -0.284 -1.344 -0.386 -0.51
S 0.715 -2.415 -1.454 -0.03
C -0.266 0.738 0.996 0.68
N -0.150 2.105 0.964 -0.83
O -0.779 0.149 1.916 -0.61
H 0.124 0.659 -1.082 0.21
H 1.407 -0.040 -0.093 0.24
H -1.293 -1.277 -0.756 0.22
H -0.314 -1.829 0.589 0.25
H 0.306 -1.852 -2.600 0.11
H -0.285 2.597 1.830 0.40
H 0.493 2.480 0.289 0.39
```

As for the spin multiplicity: 1. The structure (SMILES) is NC(=O)CCS. The value obtained for the energy relative to the best compared isomer or geometry (same formula, charge and spin) is 0.7 kcal per mole. For the gap between HOMO and LUMO, the calculation gives 9.91 eV.

---

[5]
Entry from the Open Molecules 2025 dataset: the molecule C5H10O2 in a non-equilibrium geometry (ωB97M-V/def2-TZVPD).

Geometry as XYZ:
```
17
Properties=species:S:1:pos:R:3:nbo_charge:R:1
C -2.289 0.787 0.709 -0.25
O -0.921 0.570 0.436 -0.57
C -0.671 -0.264 -0.687 -0.05
C 0.813 -0.703 -0.712 -0.29
C 1.968 0.306 -0.747 -0.46
C 1.783 -0.615 0.432 0.11
O 1.377 -0.205 1.696 -0.71
H -2.791 1.332 -0.105 0.17
H -2.355 1.388 1.621 0.20
H -2.819 -0.163 0.876 0.17
H -1.306 -1.166 -0.624 0.17
H -1.016 0.282 -1.591 0.17
H 0.905 -1.625 -1.262 0.22
H 2.755 0.199 -1.501 0.22
H 1.729 1.345 -0.533 0.22
H 2.399 -1.485 0.418 0.18
H 0.438 0.017 1.574 0.49
```

As for the spin multiplicity: 1. The structure (SMILES) is COC[C@H]1C[C@H]1O. The value obtained for the energy relative to the best compared isomer or geometry (same formula, charge and spin) is 64.6 kcal per mole. For the gap between HOMO and LUMO, the calculation gives 10.34 eV.

---

[6]
Entry from the Open Molecules 2025 dataset: a structure of composition C27H26N4O3Pd (ωB97M-V/def2-TZVPD).

Geometry as XYZ:
```
61
Properties=species:S:1:pos:R:3:nbo_charge:R:1
Pd -0.425 -0.233 -0.001 1.14
O -0.034 -0.642 1.897 -0.72
C -1.063 -1.148 2.541 0.44
C -1.009 -1.368 3.926 -0.31
C -2.115 -1.847 4.602 -0.18
C -3.306 -2.121 3.936 -0.28
C -3.366 -1.922 2.567 -0.16
C -2.257 -1.470 1.863 -0.24
C -2.322 -1.338 0.386 0.05
N -1.569 -2.070 -0.408 -0.47
C -1.916 -1.971 -1.839 -0.25
C -0.885 -1.153 -2.603 -0.24
N -0.707 0.112 -1.908 -0.45
C -0.478 1.221 -2.511 0.20
C -0.211 2.485 -1.903 -0.28
C 0.183 3.533 -2.765 -0.12
C 0.423 4.799 -2.308 -0.31
C 0.233 5.055 -0.936 -0.17
C -0.174 4.077 -0.072 -0.26
C -0.404 2.734 -0.501 0.43
O -0.810 1.874 0.353 -0.72
H -0.092 -1.124 4.448 0.21
H -2.056 -1.995 5.674 0.21
H -4.170 -2.480 4.478 0.21
H -4.284 -2.133 2.028 0.20
H -3.175 -0.798 -0.035 0.19
H -1.953 -2.983 -2.244 0.21
H -2.905 -1.515 -1.964 0.18
H 0.074 -1.680 -2.593 0.21
H -1.190 -0.995 -3.642 0.20
H -0.503 1.197 -3.603 0.18
H 0.303 3.306 -3.820 0.20
H 0.738 5.586 -2.978 0.21
H 0.409 6.055 -0.556 0.21
H -0.326 4.283 0.979 0.21
C 5.603 -2.527 1.083 -0.42
N 4.290 -2.395 0.486 -0.20
N 3.821 -1.156 0.080 -0.26
C 2.448 -1.191 -0.022 0.62
O 1.792 -0.210 -0.418 -0.72
C 2.065 -2.509 0.375 -0.41
C 3.202 -3.184 0.702 0.25
C 3.348 -4.558 1.253 -0.66
C 4.674 -0.125 -0.381 0.20
C 4.408 1.183 0.004 -0.22
C 5.218 2.202 -0.472 -0.18
C 6.292 1.917 -1.303 -0.22
C 6.550 0.607 -1.679 -0.20
C 5.732 -0.418 -1.233 -0.26
H 5.938 -1.555 1.438 0.23
H 6.335 -2.911 0.372 0.21
H 5.543 -3.200 1.936 0.22
H 1.048 -2.859 0.440 0.26
H 2.372 -5.032 1.300 0.25
H 3.760 -4.537 2.263 0.23
H 4.005 -5.170 0.633 0.23
H 3.563 1.388 0.645 0.25
H 5.007 3.224 -0.186 0.22
H 6.923 2.719 -1.664 0.22
H 7.379 0.383 -2.338 0.22
H 5.901 -1.440 -1.548 0.22
```

As for the spin multiplicity: 1. The value obtained for the energy relative to the best compared isomer or geometry (same formula, charge and spin) is 41.9 kcal per mole. For the gap between HOMO and LUMO, the calculation gives 7.46 eV.

---

Question: What is the formula in the first record?
Answer: C12H20N4O2S